17
Properties=species:S:1:pos:R:3:lowdin_charge:R:1 method="wB97M-V/def2-TZVPD" e_homo_ev=-9.7 relative_energy_ev=0.412 gap_ev=9.605
C 1.332 -0.480 -0.094 -0.16
C 2.606 0.167 0.475 -0.16
C 0.836 1.395 1.038 -0.23
C -2.831 -0.524 -0.353 -1.12
N 0.285 0.454 0.404 0.04
N -1.775 -0.468 -1.378 -0.53
O -1.624 0.575 -1.949 0.04
O -1.208 -1.511 -1.549 0.00
O 2.161 1.272 1.267 -0.07
Br -2.914 1.096 0.586 0.76
Br -2.601 -2.023 0.751 0.77
H 1.439 -0.320 -1.176 0.12
H 1.089 -1.377 0.436 0.11
H 3.277 -0.456 1.216 0.16
H 3.154 0.567 -0.389 0.11
H 0.487 2.318 1.552 0.15
H -3.712 -0.685 -0.838 0.01

15
Properties=species:S:1:pos:R:3:lowdin_charge:R:1 method="wB97M-V/def2-TZVPD" e_homo_ev=-9.7 relative_energy_ev=1.629 gap_ev=10.378
C 0.404 -1.361 0.110 -0.05
C 0.150 0.068 -0.277 -0.38
C 1.335 0.977 -0.287 -0.06
C -1.046 0.479 -0.792 -0.09
C -2.175 -0.385 -0.919 -0.24
N -3.100 -1.083 -1.025 0.14
H -0.494 -1.955 0.141 0.07
H 0.877 -1.419 1.074 0.07
H 1.072 -1.802 -0.598 0.08
H -0.147 0.672 2.618 0.07
H 2.058 0.618 -0.984 0.08
H 1.796 0.982 0.679 0.07
H 1.090 1.999 -0.564 0.08
H -1.163 1.495 -1.136 0.11
H -0.657 0.715 1.963 0.05

Record-wise lowest unoccupied orbital energy values, in Eh: -0.0018; 0.0248
Record-wise F_max values, in eV Å⁻¹: 2.79; 2.54